Molecular formula: C23H68N4O11
Method: DFT, ωB97M-V with the def2-TZVPD basis set

Structure (XYZ):
```
106
Properties=species:S:1:pos:R:3:forces:R:3
N 2.775 2.205 4.091 0.86 4.78 3.02
C 2.236 1.253 3.387 2.19 -5.84 -0.53
N 1.426 1.719 2.453 -0.95 0.15 -1.11
O 2.721 -0.119 3.579 -2.55 6.63 -1.49
H 3.538 2.003 4.705 0.04 -0.47 0.23
H 2.455 3.274 4.187 0.68 -3.66 -0.80
H 0.924 1.089 1.800 0.11 0.62 0.77
H 1.158 2.726 2.448 0.50 -1.43 -0.15
N -0.260 -0.064 1.332 -1.77 0.40 1.95
C -0.560 0.249 0.074 -4.70 2.43 -0.61
N 0.363 -0.201 -0.722 0.62 0.17 -2.98
O -1.686 0.946 -0.360 5.29 -3.04 2.21
H -0.908 0.139 2.125 0.79 -0.26 -0.79
H 0.565 -0.644 1.473 -0.51 -0.16 0.04
H 0.139 -0.009 -1.685 0.47 -0.02 -0.59
H 1.261 -0.585 -0.458 -0.93 0.23 0.12
C -1.711 1.942 -4.675 -0.56 -1.46 -0.66
C -1.538 0.962 -3.508 -9.32 2.11 -2.16
C -2.338 -0.268 -3.899 -1.48 -0.60 -0.14
O -0.367 0.586 -3.298 8.84 -1.93 1.08
H -1.827 1.324 -5.594 0.73 0.58 0.21
H -0.868 2.588 -4.701 0.65 0.91 -0.42
H -2.649 2.478 -4.655 -0.11 0.40 0.47
H -1.992 1.407 -2.634 -0.24 0.22 0.58
H -2.563 -0.937 -3.080 -0.15 0.14 0.31
H -1.758 -0.845 -4.586 0.83 -0.41 -0.54
H -3.263 -0.114 -4.477 0.03 0.46 0.56
H 0.271 1.151 -3.752 0.44 -0.06 0.05
C -1.274 -2.620 -1.856 2.78 -1.69 0.76
C -0.803 -3.776 -0.937 -5.64 6.56 6.41
C -2.108 -4.382 -0.208 -1.81 0.93 0.68
O -0.289 -4.759 -1.480 5.67 -7.11 -5.12
H -0.500 -2.172 -2.438 1.19 0.20 -0.05
H -1.679 -1.847 -1.318 -1.12 1.70 1.63
H -1.915 -2.866 -2.606 -2.33 -1.49 -1.79
H -0.160 -3.300 -0.097 -0.70 -0.40 -1.16
H -2.637 -3.663 0.455 0.36 0.04 -0.47
H -2.009 -5.248 0.529 0.59 0.71 -1.40
H -2.907 -4.625 -0.993 1.32 -0.02 0.90
H 0.208 -5.313 -0.858 -0.38 0.20 -0.38
C 0.081 -3.699 2.507 -0.84 -0.59 -0.25
C 0.092 -3.497 4.001 4.51 4.80 -2.56
C -0.089 -2.004 4.344 0.59 0.73 -1.31
O -0.744 -4.063 4.765 -4.72 -6.12 6.46
H 0.741 -2.947 2.088 0.51 -0.41 -0.18
H -0.882 -3.457 2.072 -0.50 0.05 0.15
H 0.283 -4.736 2.174 0.31 0.53 0.24
H 1.047 -3.811 4.396 1.38 0.41 -0.72
H 0.571 -1.421 3.692 -0.02 0.38 0.57
H 0.179 -1.875 5.396 -0.05 0.29 -0.14
H -1.138 -1.637 4.170 0.88 -1.10 0.12
H -0.241 -4.289 5.628 -1.95 0.37 -2.15
C 2.896 -2.349 -0.834 0.27 -0.62 -0.01
C 3.138 -1.304 0.267 6.93 -1.75 -6.10
C 3.498 0.087 -0.188 -0.02 1.53 0.39
O 2.242 -1.276 1.135 -6.32 -0.20 5.68
H 3.064 -3.382 -0.486 0.26 0.45 0.18
H 3.478 -2.204 -1.743 0.33 0.17 0.24
H 1.884 -2.396 -1.163 -1.07 0.33 -0.14
H 4.016 -1.698 0.812 0.81 0.21 -0.81
H 3.584 0.693 0.714 1.09 -0.18 0.47
H 2.789 0.779 -0.614 -1.14 -0.69 -0.87
H 4.344 0.172 -0.827 1.04 -0.12 -0.20
H 2.742 -0.915 1.875 -1.12 0.53 2.10
C 3.784 2.643 -2.709 -0.94 1.53 -0.21
C 2.349 2.295 -2.989 0.44 -0.22 9.55
C 1.287 3.252 -2.308 1.45 0.28 -1.41
O 1.998 2.078 -4.171 -1.69 -1.20 -9.14
H 4.489 1.860 -2.803 0.49 -1.14 0.38
H 3.819 3.212 -1.793 0.50 -0.19 0.45
H 4.018 3.299 -3.488 0.86 1.59 -1.23
H 2.285 1.342 -2.465 -0.62 -0.46 0.89
H 1.390 4.228 -2.778 0.00 0.25 -0.25
H 1.428 3.453 -1.269 0.30 -0.36 0.84
H 0.272 2.948 -2.482 -0.40 -0.46 -0.04
H 2.587 1.441 -4.623 -0.47 0.44 0.17
C -2.553 4.696 2.045 0.09 0.12 2.01
C -2.221 3.620 1.039 -6.59 -0.68 1.89
C -2.954 3.897 -0.246 -1.24 -0.12 -0.06
O -0.991 3.662 0.746 8.65 -0.53 -1.88
H -1.718 4.925 2.742 -0.21 -0.17 -0.58
H -3.420 4.592 2.714 0.07 -0.86 -0.32
H -2.826 5.570 1.530 0.17 1.51 -0.80
H -2.441 2.589 1.464 -0.65 0.85 -0.50
H -2.599 4.778 -0.817 -0.50 0.11 1.00
H -4.012 3.794 -0.059 -0.65 0.74 -0.30
H -2.758 3.118 -0.921 0.41 -1.52 -0.90
H -0.890 2.991 0.030 0.38 0.33 0.54
C 1.708 -1.583 -3.867 1.06 -0.11 0.09
O 2.397 -1.957 -5.048 1.42 -1.14 0.21
H 0.706 -1.440 -4.132 -1.53 0.25 -0.03
H 2.075 -0.689 -3.332 0.23 0.00 -0.55
H 1.852 -2.390 -3.189 -0.60 -0.50 0.78
H 2.844 -2.810 -4.798 -0.52 1.46 -0.87
C -3.266 -1.247 1.651 -0.32 1.33 -2.44
O -4.195 -1.827 2.500 -0.87 0.43 2.23
H -3.537 -1.542 0.579 0.22 0.57 1.32
H -2.249 -1.622 1.771 0.07 0.19 0.43
H -3.343 -0.113 1.721 0.57 -1.32 -0.33
H -4.316 -1.212 3.274 0.14 -1.21 -1.23
C -1.251 2.032 4.029 -1.85 -1.91 0.35
O -1.229 0.593 3.757 1.23 2.00 -1.81
H -2.300 2.315 4.094 -0.04 0.45 -0.30
H -0.736 2.610 3.268 -0.09 -0.47 -0.03
H -0.865 2.149 5.005 0.90 0.58 0.99
H -1.667 -0.003 4.334 -0.74 0.06 1.30
```
Forces are in eV/Å.

LUMO   0.205 eV
HOMO energy   -9.173 eV
Net charge   0
Structure (SMILES)   NC(N)=O.NC(N)=O.CC(C)O.CC(C)O.CC(C)O.CC(C)O.CC(C)O.CC(C)O.CO.CO.CO

Löwdin population analysis, charges in e, atoms 1 to 99:
1. N 0.128
2. C -0.515
3. N 0.168
4. O -0.174
5. H 0.102
6. H 0.190
7. H 0.064
8. H 0.126
9. N 0.143
10. C -0.524
11. N 0.215
12. O -0.104
13. H 0.080
14. H 0.077
15. H 0.076
16. H 0.069
17. C -0.015
18. C -0.622
19. C -0.033
20. O -0.031
21. H 0.092
22. H 0.060
23. H 0.082
24. H 0.111
25. H 0.053
26. H 0.076
27. H 0.091
28. H 0.083
29. C -0.029
30. C -0.582
31. C -0.050
32. O 0.024
33. H 0.045
34. H 0.038
35. H 0.051
36. H 0.130
37. H 0.038
38. H 0.087
39. H 0.097
40. H 0.136
41. C -0.030
42. C -0.620
43. C -0.034
44. O -0.008
45. H 0.055
46. H 0.053
47. H 0.096
48. H 0.135
49. H 0.049
50. H 0.090
51. H 0.078
52. H 0.170
53. C -0.014
54. C -0.613
55. C -0.023
56. O -0.050
57. H 0.096
58. H 0.080
59. H 0.032
60. H 0.156
61. H 0.085
62. H 0.050
63. H 0.077
64. H 0.073
65. C -0.027
66. C -0.632
67. C 0.017
68. O 0.018
69. H 0.070
70. H 0.089
71. H 0.066
72. H 0.085
73. H 0.087
74. H 0.065
75. H 0.058
76. H 0.154
77. C -0.051
78. C -0.660
79. C -0.043
80. O -0.030
81. H 0.085
82. H 0.083
83. H 0.052
84. H 0.136
85. H 0.109
86. H 0.088
87. H 0.034
88. H 0.095
89. C -0.161
90. O -0.111
91. H 0.051
92. H 0.077
93. H 0.049
94. H 0.103
95. C -0.219
96. O -0.125
97. H 0.099
98. H 0.040
99. H 0.096

Molecular formula: C23H70O12
Method: DFT, ωB97M-V with the def2-TZVPD basis set

Structure (XYZ):
```
105
Properties=species:S:1:pos:R:3:forces:R:3
C -4.490 -20.490 11.538 -1.22 -0.94 0.92
C -5.545 -19.505 12.042 0.09 1.06 -1.21
C -6.455 -19.972 13.138 0.60 1.28 0.76
O -4.886 -18.328 12.516 0.79 0.50 0.14
H -3.925 -20.773 12.421 0.38 -0.40 0.05
H -3.822 -20.038 10.839 0.36 0.46 -0.55
H -4.948 -21.410 11.073 0.41 0.96 0.63
H -6.128 -19.214 11.169 -0.36 0.09 -0.19
H -7.043 -19.078 13.479 0.14 -1.02 -0.45
H -5.798 -20.208 13.991 -0.46 -0.46 -0.16
H -7.060 -20.778 12.778 -0.51 -0.61 0.31
H -5.311 -17.476 12.261 -0.02 -0.70 -0.26
C -0.046 -13.307 8.886 -2.58 0.18 0.44
C -1.188 -14.031 9.661 1.05 0.53 0.54
C -2.281 -13.064 10.100 0.47 0.04 -0.15
O -1.691 -15.071 8.850 -0.94 0.44 -0.36
H 0.751 -13.987 8.664 0.46 -0.18 -0.17
H 0.246 -12.425 9.461 0.31 -0.11 -0.31
H -0.638 -13.030 7.999 0.97 0.32 -0.20
H -0.734 -14.495 10.545 -0.20 0.04 0.17
H -1.830 -12.229 10.638 -0.11 -0.08 0.17
H -3.068 -13.515 10.678 -0.06 -0.48 0.64
H -2.823 -12.646 9.274 0.00 0.30 -0.89
H -1.238 -15.851 9.183 0.43 -0.91 -0.06
C -2.676 -16.088 13.924 0.94 2.14 1.36
C -2.094 -17.401 14.240 0.53 -1.32 0.20
C -2.982 -18.092 15.297 -1.91 1.34 -0.40
O -1.929 -18.169 13.033 -0.75 -0.31 0.47
H -2.139 -15.610 13.120 0.00 0.07 -0.59
H -2.444 -15.437 14.810 -0.58 -0.34 -0.61
H -3.737 -16.092 13.758 -0.48 -0.09 -0.21
H -1.049 -17.303 14.487 0.29 0.33 1.04
H -4.003 -18.106 14.786 1.06 0.03 0.79
H -3.129 -17.448 16.243 0.55 -1.15 -1.40
H -2.799 -19.132 15.497 0.67 -0.27 0.34
H -2.835 -18.190 12.705 -0.39 -0.50 -0.84
C -7.746 -14.926 10.418 -1.47 0.82 -1.31
C -6.534 -14.835 11.312 0.29 1.43 0.81
O -5.714 -15.954 11.257 1.04 -1.64 -1.35
H -8.385 -13.975 10.231 1.46 -1.21 0.66
H -8.492 -15.683 10.664 0.26 -0.20 0.41
H -7.365 -15.213 9.424 -0.15 0.15 0.15
H -6.707 -14.756 12.408 -0.48 0.45 -0.76
H -5.940 -13.955 10.976 -0.37 -0.23 0.38
H -5.302 -16.055 10.350 -0.43 0.41 0.97
C -5.793 -25.278 12.271 -1.35 0.90 0.60
C -4.584 -24.410 12.051 0.85 -1.24 -0.44
O -4.557 -23.855 10.727 0.46 0.03 0.87
H -6.733 -24.691 12.111 0.55 -0.37 0.20
H -5.800 -25.613 13.326 -0.05 -0.11 -0.62
H -5.830 -26.108 11.569 0.16 -0.13 0.13
H -3.758 -25.127 12.067 0.34 0.35 0.06
H -4.383 -23.707 12.875 -0.39 0.27 -0.51
H -5.449 -23.625 10.488 -0.90 0.33 -0.37
C 1.583 -18.601 8.927 -0.28 1.31 -1.48
C 0.117 -18.166 8.908 -0.38 0.08 1.15
O -0.132 -16.980 9.670 0.75 -0.39 0.07
H 2.209 -17.708 9.111 -0.17 -0.42 -0.13
H 1.835 -18.989 7.929 0.14 0.00 0.36
H 1.800 -19.339 9.656 0.11 -0.67 0.78
H -0.529 -18.940 9.319 0.00 -0.43 0.06
H -0.303 -17.928 7.961 0.18 0.00 -1.17
H 0.343 -17.111 10.509 -0.29 0.29 0.44
C -3.173 -20.598 7.455 0.84 -1.96 1.28
C -4.179 -21.591 8.015 -0.67 -0.76 -0.21
O -5.576 -21.406 7.683 0.57 0.27 2.18
H -3.414 -19.639 7.870 0.05 0.79 -0.42
H -2.976 -20.691 6.402 -0.40 0.47 -0.58
H -2.213 -20.953 7.920 -0.61 0.57 -0.25
H -4.130 -21.531 9.082 -0.27 0.50 0.71
H -3.950 -22.653 7.902 0.36 0.04 -0.83
H -5.733 -21.339 6.768 0.06 0.03 -1.75
C -0.911 -24.371 13.729 -0.41 -0.99 0.88
C -0.053 -25.403 13.023 -0.88 -1.27 1.04
O -0.838 -26.390 12.350 0.07 0.40 -0.38
H -0.304 -23.597 14.099 1.00 1.27 0.33
H -1.421 -24.732 14.636 0.03 -0.36 -0.47
H -1.651 -23.936 13.088 -0.37 0.15 -0.57
H 0.524 -26.033 13.727 -0.02 0.76 -0.16
H 0.613 -24.886 12.366 0.63 0.12 -0.66
H -1.238 -25.957 11.585 -0.12 0.01 -0.03
C -4.795 -15.160 7.482 -0.39 0.65 -1.94
O -4.367 -15.556 8.741 1.14 -0.43 0.45
H -4.054 -15.453 6.661 -1.10 0.08 0.96
H -5.831 -15.537 7.249 1.15 0.02 0.26
H -4.872 -14.055 7.420 0.03 -0.31 0.01
H -3.366 -15.441 8.736 -0.91 0.01 0.48
C -0.952 -22.770 10.584 1.16 -2.57 -0.90
O -1.904 -23.860 10.383 0.56 1.26 0.30
H -1.298 -21.967 11.214 -0.30 0.35 -0.03
H -0.095 -23.295 11.095 -0.68 0.88 -0.34
H -0.543 -22.470 9.580 -0.55 0.28 0.95
H -2.806 -23.499 10.345 0.03 -0.26 -0.02
C 1.656 -17.417 13.187 -0.22 -1.01 0.55
O 0.615 -17.469 12.217 -0.79 -1.13 0.37
H 1.524 -18.150 14.039 -0.24 0.87 -0.79
H 2.631 -17.712 12.761 -0.45 0.44 -0.18
H 1.649 -16.396 13.546 0.55 0.13 0.46
H -0.233 -17.892 12.564 1.11 0.69 -0.53
C -8.366 -22.505 10.567 -1.51 0.03 0.81
O -7.315 -22.870 9.747 1.58 1.20 -1.39
H -8.292 -21.502 11.019 0.38 -0.34 0.07
H -9.356 -22.489 10.064 0.48 -0.24 -0.07
H -8.398 -23.291 11.333 -0.28 0.49 0.12
H -6.974 -22.083 9.241 -0.40 -1.15 0.34
```
Forces are in eV/Å.

LUMO   0.554 eV
HOMO energy   -9.904 eV
Net charge   0
Structure (SMILES)   CC(C)O.CC(C)O.CC(C)O.CCO.CCO.CCO.CCO.CCO.CO.CO.CO.CO

Löwdin population analysis, charges in e, atoms 1 to 99:
1. C -0.031
2. C -0.483
3. C -0.042
4. O -0.102
5. H 0.082
6. H 0.066
7. H 0.077
8. H 0.135
9. H 0.102
10. H 0.089
11. H 0.050
12. H 0.070
13. C -0.030
14. C -0.478
15. C -0.045
16. O -0.077
17. H 0.065
18. H 0.076
19. H 0.087
20. H 0.131
21. H 0.082
22. H 0.064
23. H 0.072
24. H 0.035
25. C -0.060
26. C -0.488
27. C -0.040
28. O -0.077
29. H 0.078
30. H 0.107
31. H 0.072
32. H 0.119
33. H 0.077
34. H 0.109
35. H 0.062
36. H 0.057
37. C -0.089
38. C -0.340
39. O -0.126
40. H 0.105
41. H 0.064
42. H 0.061
43. H 0.125
44. H 0.114
45. H 0.088
46. C -0.078
47. C -0.298
48. O -0.109
49. H 0.067
50. H 0.089
51. H 0.083
52. H 0.102
53. H 0.117
54. H 0.040
55. C -0.060
56. C -0.267
57. O -0.117
58. H 0.089
59. H 0.077
60. H 0.054
61. H 0.102
62. H 0.103
63. H 0.048
64. C -0.060
65. C -0.291
66. O -0.067
67. H 0.069
68. H 0.068
69. H 0.081
70. H 0.058
71. H 0.118
72. H 0.059
73. C -0.087
74. C -0.306
75. O -0.085
76. H 0.054
77. H 0.084
78. H 0.040
79. H 0.121
80. H 0.082
81. H 0.059
82. C -0.191
83. O -0.172
84. H 0.101
85. H 0.085
86. H 0.075
87. H 0.063
88. C -0.120
89. O -0.154
90. H 0.069
91. H 0.070
92. H 0.081
93. H 0.024
94. C -0.136
95. O -0.175
96. H 0.097
97. H 0.080
98. H 0.073
99. H 0.074